A:
Computed, not measured: C6H17N3 as an isolated structure, with ωB97M-V with the def2-TZVPD basis set.

Last column: Mulliken charge in e.
Positions of all 26 atoms, in Å:
1 C -3.20089 -0.34729 -0.26161  -0.53
2 C -3.57053 1.10729 -0.46922  -0.97
3 C -0.88286 -0.60704 -0.17753  -0.64
4 H -3.28703 -0.67658 0.76822  0.34
5 H -3.73923 -1.03772 -0.91354  0.36
6 H -3.38319 1.42376 -1.49758  0.30
7 H -2.99293 1.75696 0.19077  0.29
8 H -4.63058 1.27438 -0.25727  0.33
9 H -0.99198 -1.53569 0.39872  0.21
10 H -2.08103 -0.48507 -0.74870  0.05
11 H -0.87416 0.20510 0.55929  0.23
12 C 1.84377 1.37736 -0.75894  -1.18
13 N 1.51634 -0.83837 0.25462  0.60
14 C 2.00715 0.48314 0.44073  0.56
15 N 1.78175 -1.46442 -1.00167  -0.79
16 N 1.74555 -1.69739 1.35374  -0.80
17 C 2.49364 0.92065 1.60704  -0.94
18 H 1.01335 -1.21957 -1.61909  0.31
19 H 2.66968 -1.15609 -1.38941  0.26
20 H 2.69898 -2.06114 1.30563  0.23
21 H 1.11803 -2.48356 1.23402  0.24
22 H 0.83339 1.28149 -1.16221  0.29
23 H 2.02059 2.41375 -0.47597  0.37
24 H 2.54206 1.12810 -1.56195  0.27
25 H 2.78215 1.95751 1.71011  0.26
26 H 2.56797 0.28047 2.47176  0.37

Computed properties:
Multiplicity: 1
Highest occupied orbital energy (eV): -7.81
HOMO-LUMO gap (eV): 8.81
Total charge: 0

***

B:
Computed, not measured: a 2-piece molecular cluster, C6H17N3 overall, with ωB97M-V with the def2-TZVPD basis set.

Last column: Mulliken charge in e.
Positions of all 26 atoms, in Å:
1 C -0.11850 -0.17857 -1.98175  -0.40
2 C -1.23823 -2.10423 -0.84260  -0.99
3 C -0.14069 1.32438 -2.17761  -1.21
4 N -1.20568 -0.66030 -0.98595  -0.30
5 H -1.62476 -0.02463 -0.31932  0.36
6 H -0.33161 -0.67617 -2.93337  0.43
7 H 0.86681 -0.52303 -1.66040  0.25
8 H -1.46968 -2.59176 -1.79399  0.30
9 H -2.00169 -2.41045 -0.12087  0.36
10 H -0.25979 -2.47765 -0.52617  0.27
11 H 0.57924 1.61653 -2.95114  0.36
12 H 0.12883 1.85738 -1.26172  0.22
13 H -1.12886 1.67693 -2.48876  0.32
14 C -0.99643 1.25579 1.84690  -1.18
15 C 1.11100 0.02548 1.15876  0.70
16 N 1.82656 1.19519 1.09374  -0.46
17 N 1.78135 -1.17791 1.14407  -0.49
18 C -0.23430 0.02109 1.45591  -0.62
19 H 2.80760 1.12341 0.85817  0.21
20 H 1.67905 1.85586 1.85112  0.16
21 H 1.47457 -1.84378 1.84929  0.23
22 H 2.79000 -1.09829 1.11842  0.19
23 H -0.66325 -0.89494 1.86500  0.31
24 H -0.44794 1.89644 2.54012  0.44
25 H -1.23575 1.83480 0.94965  0.24
26 H -1.94786 0.97841 2.31252  0.29

Computed properties:
Multiplicity: 1
SMILES string: CC=C(N)N.CCNC
Highest occupied orbital energy (eV): -6.68
HOMO-LUMO gap (eV): 7.50
Total charge: 0

***

Most stable pick: B. Distance to second place: 4.627 eV.

***

A:
Computed, not measured: C2H9NO as an isolated structure, with ωB97M-V with the def2-TZVPD basis set.

Last column: Mulliken spin population.
Positions of all 13 atoms, in Å:
1 N -1.35184 -2.80953 1.24233  0.01
2 H -1.33494 -2.87809 0.09681  0.00
3 H 0.09780 2.93950 -4.45811  0.00
4 H -0.49646 -2.76240 1.69378  0.00
5 H -1.46416 -1.77509 1.19320  0.00
6 C 0.86654 0.14806 0.58171  -0.08
7 O -0.19608 -0.67568 0.92777  0.05
8 C 0.57939 1.56565 0.71352  0.85
9 H 1.14186 0.13661 -0.58789  0.11
10 H 1.72221 -0.23506 1.21968  0.04
11 H 1.35217 2.12413 1.14414  0.02
12 H -0.52845 1.89571 0.46867  0.01
13 H -0.38802 2.32618 -4.23560  0.00

Computed properties:
Multiplicity: 2
Highest occupied orbital energy (alpha / beta) (eV): -2.50 / -2.61
HOMO-LUMO gap (alpha / beta) (eV): 7.02 / 7.12
Total charge: -1

***

B:
Computed, not measured: a 3-piece molecular cluster, C2H9NO overall, with ωB97M-V with the def2-TZVPD basis set.

Last column: Mulliken spin population.
Positions of all 13 atoms, in Å:
1 N -1.17485 -0.22420 1.42546  0.18
2 H -0.98766 -0.43506 2.39629  -0.10
3 H -3.07275 4.97344 -3.24105  0.00
4 H -0.40474 -0.55791 0.84892  -0.22
5 H -1.97880 -0.76530 1.12293  -0.03
6 C 1.60798 -1.49873 0.86201  1.92
7 O 0.93244 -2.30595 -0.18957  0.10
8 C 1.39295 -1.02402 -0.55105  0.43
9 H 1.66136 -0.57005 1.53746  -0.85
10 H 2.53457 -2.04664 1.04448  -0.20
11 H 0.57443 -0.31665 -0.72508  0.24
12 H 2.14644 -0.89617 -1.32368  -0.47
13 H -3.23136 5.66722 -3.20713  0.00

Computed properties:
Multiplicity: 2
Highest occupied orbital energy (alpha / beta) (eV): 1.29 / -5.06
HOMO-LUMO gap (alpha / beta) (eV): 2.99 / 9.30
Total charge: -1

***

Most stable pick: A. Distance to second place: 0.917 eV.

***

A:
Computed, not measured: a 2-piece molecular cluster, C3H11N2S overall, with ωB97M-V with the def2-TZVPD basis set.

Last column: Mulliken spin population.
Positions of all 17 atoms, in Å:
1 C 0.01467 2.69262 0.10294  -0.01
2 C -0.80817 1.72562 0.93616  0.00
3 S -1.80317 0.62717 -0.15656  0.01
4 H -0.64126 3.39710 -0.41354  0.00
5 H 0.58694 2.17041 -0.66256  0.01
6 H 0.67738 3.26502 0.75029  0.00
7 H -0.17563 1.07426 1.53826  0.01
8 H -1.47684 2.26011 1.60817  0.00
9 H -2.20017 -0.22140 0.81893  0.00
10 N 1.08274 -0.79362 -0.61291  0.15
11 C 1.02110 -2.12067 -0.28728  0.74
12 N 2.13718 -2.85933 0.07195  0.12
13 H 1.96638 -0.34266 -0.79397  -0.01
14 H 0.24273 -0.24025 -0.57768  -0.03
15 H 0.06904 -2.62993 -0.30773  0.03
16 H 2.03404 -3.85446 0.12625  -0.01
17 H 3.06209 -2.46236 0.01792  0.00

Computed properties:
Multiplicity: 2
Highest occupied orbital energy (alpha / beta) (eV): -4.24 / -8.92
HOMO-LUMO gap (alpha / beta) (eV): 5.15 / 9.80
Total charge: 0

***

B:
Computed, not measured: a 2-piece molecular cluster, C3H11N2S overall, with ωB97M-V with the def2-TZVPD basis set.

Last column: Mulliken spin population.
Positions of all 17 atoms, in Å:
1 C 2.21533 1.39968 -1.16563  0.00
2 S 1.52893 -0.20169 -0.93167  0.02
3 C 1.54061 -0.22495 0.89211  0.03
4 H 3.31223 1.33997 -0.87958  0.00
5 H 2.00073 1.85774 -2.13995  0.00
6 H 1.55578 2.17271 -0.57292  0.00
7 H 1.21872 0.74132 1.22491  0.00
8 H 2.57293 -0.44414 1.29296  0.00
9 H 0.78681 -0.95499 1.06836  -0.02
10 N -1.57738 -1.51080 -0.54913  0.12
11 C -2.53696 -0.81685 0.10457  0.67
12 N -2.29411 0.09856 0.96467  0.17
13 H -0.65291 -0.99549 -0.69321  -0.02
14 H -1.84772 -2.27311 -1.20061  0.00
15 H -3.55203 -1.18067 -0.07131  0.04
16 H -2.96769 0.76334 1.33414  0.00
17 H -1.30330 0.22939 1.32226  -0.01

Computed properties:
Multiplicity: 2
Highest occupied orbital energy (alpha / beta) (eV): -3.80 / -8.79
HOMO-LUMO gap (alpha / beta) (eV): 4.71 / 9.68
Total charge: 0

***

C:
Computed, not measured: a 2-piece molecular cluster, C3H11N2S overall, with ωB97M-V with the def2-TZVPD basis set.

Last column: Mulliken spin population.
Positions of all 17 atoms, in Å:
1 C -1.75833 -1.68749 -1.05934  -0.02
2 S -0.69532 -0.60805 -0.05016  0.05
3 C -0.93799 -1.63501 1.60304  0.02
4 H -2.67715 -1.86408 -0.57804  0.00
5 H -1.92241 -1.10093 -1.98595  0.00
6 H -1.29715 -2.65089 -1.26380  0.00
7 H -1.97222 -1.38077 1.84420  0.00
8 H -0.21624 -1.29513 2.31981  0.00
9 H -0.71220 -2.70418 1.52494  0.00
10 N 2.27180 0.88609 0.20689  0.14
11 C 1.72057 1.87630 -0.44236  0.70
12 N 0.39634 2.13490 -0.36494  0.03
13 H 1.73883 0.40812 0.96758  0.04
14 H 3.22044 0.78081 0.26949  -0.02
15 H 2.48301 2.67075 -0.83839  0.02
16 H -0.02282 3.06358 -0.34909  0.01
17 H -0.31947 1.33178 -0.60995  0.02

Computed properties:
Multiplicity: 2
Highest occupied orbital energy (alpha / beta) (eV): -4.40 / -8.72
HOMO-LUMO gap (alpha / beta) (eV): 5.41 / 9.61
Total charge: 0

***

Most stable pick: A. Distance to second place: 1.013 eV.

***

A:
Computed, not measured: a 2-piece molecular cluster, C5H12O2 overall, with ωB97M-V with the def2-TZVPD basis set.

Last column: Mulliken spin population.
Positions of all 19 atoms, in Å:
1 C 0.21413 1.32795 -1.91754  0.04
2 C 0.39606 1.84365 -0.44742  0.05
3 C 0.21872 -0.91211 2.35303  -0.01
4 O 0.41064 -1.97489 1.40300  0.09
5 C 0.01201 0.37925 1.67261  0.33
6 C 0.52567 0.62744 0.39960  0.35
7 H 0.16142 2.19936 -2.56588  0.00
8 H 1.15379 0.83072 -2.16918  0.00
9 H -0.62536 0.65779 -2.05412  0.00
10 H 1.17860 2.59099 -0.33427  0.04
11 H -0.53595 2.30530 -0.10101  0.00
12 H 1.14802 -1.03686 2.90416  0.04
13 H -0.64938 -1.04929 3.00692  0.03
14 H -0.45760 -2.13971 1.01467  0.00
15 H -0.77093 1.03480 2.05298  0.01
16 H 1.32990 -0.06239 0.13674  0.01
17 H -1.36384 -3.00854 -1.90323  0.00
18 H -0.81233 -1.51480 -1.79167  0.00
19 O -1.53355 -2.09863 -1.65938  0.00

Computed properties:
Multiplicity: 2
Highest occupied orbital energy (alpha / beta) (eV): -15.13 / -15.11
HOMO-LUMO gap (alpha / beta) (eV): 10.08 / 6.39
Total charge: +1

***

B:
Computed, not measured: a 2-piece molecular cluster, C5H12O2 overall, with ωB97M-V with the def2-TZVPD basis set.

Last column: Mulliken spin population.
Positions of all 19 atoms, in Å:
1 O 2.62854 -1.34887 -0.49733  0.72
2 C 1.81355 -0.61272 -0.01515  0.04
3 C 0.40669 -1.12146 -0.16309  0.11
4 C -0.81766 -0.14062 -0.02722  0.04
5 C -2.13143 -0.86808 -0.10641  0.04
6 C -0.77548 0.94968 1.00646  0.00
7 H 2.04121 0.23151 0.51115  0.04
8 H 0.33643 -1.51226 -1.19784  0.00
9 H 0.21108 -2.08736 0.49700  -0.01
10 H -0.79940 0.45661 -0.99843  0.00
11 H -2.62953 -0.46105 -0.85570  0.00
12 H -2.63514 -0.82592 0.90391  0.00
13 H -2.09641 -2.07493 -0.41178  0.01
14 H -0.79443 0.55407 2.08719  0.00
15 H 0.14295 1.60099 0.94283  0.00
16 H -1.85402 1.47081 0.79482  0.01
17 H 2.08792 2.19718 -1.58555  0.00
18 H 2.69499 1.47279 -0.20516  0.00
19 O 2.17016 2.11966 -0.67970  0.01

Computed properties:
Multiplicity: 2
Highest occupied orbital energy (alpha / beta) (eV): -15.51 / -15.48
HOMO-LUMO gap (alpha / beta) (eV): 9.54 / 5.81
Total charge: +1

***

Most stable pick: A. Distance to second place: 2.002 eV.